1.
C4H8N2O | ωB97M-V/def2-TZVPD

The geometry in XYZ format:
```
15
Properties=species:S:1:pos:R:3:lowdin_charge:R:1
C -1.7837 -1.5459 -0.6544 -0.154
C -0.4931 -0.8942 -0.4109 0.016
C -0.6378 0.5459 -0.0662 -0.272
N 0.3068 1.0425 0.9152 0.043
C 1.6797 0.9394 0.8304 -0.624
O 2.3942 1.1241 1.8017 0.034
N 2.1675 0.6668 -0.4394 0.145
H -2.6333 -0.9269 -0.9806 0.081
H -1.7430 -2.4914 -1.1961 0.067
H -1.9993 -1.8233 0.3971 0.114
H -0.4469 1.0248 -1.0493 0.145
H -1.6434 0.8898 0.2341 0.123
H -0.0047 1.0461 1.8743 0.135
H 1.6764 -0.0896 -0.8890 0.047
H 3.1604 0.4919 -0.3669 0.101
```

Output
LUMO energy: -0.0136 Ha
F_max: 0.437 eV/Å
M: 100.12 g mol⁻¹
Frontier orbital gap: 8.702 eV
Spin multiplicity: 1
Relative energy (zero: lowest compared OMol25 entry of this formula, charge and spin): 3.645 eV

=====

2.
C4H8N2O | ωB97M-V/def2-TZVPD

The geometry in XYZ format:
```
15
Properties=species:S:1:pos:R:3:lowdin_charge:R:1
C -1.6826 0.7954 0.7176 -0.111
N -0.3993 0.1008 0.7783 -0.094
C 0.1700 -0.1962 -0.5301 -0.349
C 1.6976 -0.2585 -0.4032 -0.240
O 2.1790 0.9747 0.0517 -0.053
C -0.3699 -1.4467 -1.1140 -0.171
N -0.7856 -2.4495 -1.5155 0.153
H -2.3225 0.4606 -0.1129 0.083
H -2.2352 0.6477 1.6492 0.083
H -1.4874 1.8659 0.6025 0.082
H -0.4744 -0.7523 1.3228 0.120
H -0.0738 0.6353 -1.2039 0.156
H 2.1548 -0.4574 -1.3753 0.129
H 1.9581 -1.0853 0.2770 0.128
H 1.6714 1.1655 0.8557 0.084
```

Output
LUMO energy: 0.0306 Ha
F_max: 1.129 eV/Å
Structure (SMILES): CN[C@H](C#N)CO
M: 100.12 g mol⁻¹
Frontier orbital gap: 10.891 eV
Spin multiplicity: 1
Relative energy (zero: lowest compared OMol25 entry of this formula, charge and spin): 1.775 eV

=====

3.
C4H8N2O | ωB97M-V/def2-TZVPD

The geometry in XYZ format:
```
15
Properties=species:S:1:pos:R:3:lowdin_charge:R:1
C 0.7156 1.6299 -0.7405 -0.058
C 0.1503 0.2250 -0.8534 -0.341
N 1.1267 -0.8897 -0.6989 -0.004
C 0.3056 -1.5522 0.3497 -0.108
C -0.5415 -0.3094 0.3647 -0.277
N -1.3922 0.3214 1.0359 0.034
O -1.8499 -0.2857 2.1894 -0.039
H 1.3435 1.8657 -1.6049 0.073
H 1.3193 1.7179 0.1684 0.082
H -0.0965 2.3645 -0.6863 0.077
H -0.4925 0.1354 -1.7423 0.145
H 1.2370 -1.4439 -1.5393 0.098
H 0.8422 -1.7850 1.2757 0.112
H -0.2539 -2.4415 0.0282 0.119
H -2.4136 0.4476 2.4536 0.087
```

Output
LUMO energy: 0.0373 Ha
F_max: 0.884 eV/Å
Structure (SMILES): C[C@H]1NC/C1=N\O
M: 100.12 g mol⁻¹
Frontier orbital gap: 10.179 eV
Spin multiplicity: 1
Relative energy (zero: lowest compared OMol25 entry of this formula, charge and spin): 3.676 eV

=====

4.
C4H8N2O | ωB97M-V/def2-TZVPD

The geometry in XYZ format:
```
15
Properties=species:S:1:pos:R:3:lowdin_charge:R:1
N -2.6009 -0.5320 -0.1011 0.047
C -0.5892 0.0312 0.4773 -0.082
C 0.4816 -0.5065 -0.4541 -0.180
C 1.8655 0.1657 -0.3831 -0.268
O 2.3923 0.0021 0.9197 -0.069
C -1.2385 1.2489 0.1508 -0.307
N -2.1428 1.8954 -0.1934 0.162
H -3.2127 -1.3586 -0.2721 0.010
H -2.9146 -0.2450 0.8280 -0.011
H -0.3358 -0.0778 1.5426 0.122
H 0.1111 -0.4227 -1.4781 0.122
H 0.6258 -1.5634 -0.2135 0.118
H 1.7976 1.2299 -0.6573 0.120
H 2.5167 -0.3236 -1.1298 0.120
H 3.2438 0.4564 0.9638 0.093
```

Output
LUMO energy (spin up / spin down): -0.0206 / -0.0225 Ha
F_max: 1.477 eV/Å
M: 100.12 g mol⁻¹
Frontier orbital gap (spin up / spin down): 8.762 / 8.886 eV
Spin multiplicity: 1
Relative energy (zero: lowest compared OMol25 entry of this formula, charge and spin): 5.437 eV

=====

5.
C4H8N2O | ωB97M-V/def2-TZVPD

The geometry in XYZ format:
```
15
Properties=species:S:1:pos:R:3:lowdin_charge:R:1
N -2.2004 -0.2531 0.2016 0.044
C -0.7876 -0.5206 0.3705 -0.332
C -0.0375 -0.9802 -0.9033 -0.130
C 1.2192 -0.2475 -0.4111 -0.117
O 1.7448 2.1135 0.4110 -0.090
C 0.2894 0.5649 0.4406 -0.280
N 0.4461 1.7591 0.8387 0.067
H -2.6250 -1.1056 -0.1595 0.076
H -2.6481 -0.0726 1.0946 0.072
H -0.5603 -1.2372 1.1818 0.148
H -0.4596 -0.4391 -1.7567 0.120
H 0.0325 -2.0467 -1.1193 0.105
H 1.8192 0.3068 -1.1313 0.108
H 1.8735 -0.8526 0.2234 0.124
H 1.8936 3.0108 0.7189 0.085
```

Output
LUMO energy: 0.0353 Ha
F_max: 0.677 eV/Å
Structure (SMILES): N[C@H]1CC/C1=N\O
M: 100.12 g mol⁻¹
Frontier orbital gap: 10.362 eV
Spin multiplicity: 1
Relative energy (zero: lowest compared OMol25 entry of this formula, charge and spin): 3.633 eV

=====

6.
C4H8N2O | ωB97M-V/def2-TZVPD

The geometry in XYZ format:
```
15
Properties=species:S:1:pos:R:3:lowdin_charge:R:1
C 0.5930 -0.0863 1.3419 -0.146
C 0.5722 -1.6264 -0.8280 -0.256
C -0.5789 0.7708 1.1837 -0.096
C 0.4690 -0.7008 -2.0657 -0.184
N 0.9491 -0.9155 0.4136 -0.128
N 1.8408 -1.6844 -0.1859 0.076
O -0.6242 0.2329 -1.8870 -0.093
H 1.4171 0.2717 2.0425 0.137
H -0.0817 -2.5545 -0.7129 0.150
H -1.0786 0.3482 0.2018 0.098
H -0.3580 1.8155 0.9922 0.076
H -1.3220 0.7212 1.9380 0.049
H 0.3504 -1.4695 -2.8686 0.120
H 1.3238 -0.0722 -2.2829 0.118
H -1.4236 -0.2685 -2.0420 0.079
```

Output
LUMO energy: 0.0287 Ha
F_max: 3.895 eV/Å
M: 100.12 g mol⁻¹
Frontier orbital gap: 8.539 eV
Spin multiplicity: 1
Relative energy (zero: lowest compared OMol25 entry of this formula, charge and spin): 5.404 eV

=====

7.
C4H8N2O | ωB97M-V/def2-TZVPD

The geometry in XYZ format:
```
15
Properties=species:S:1:pos:R:3:lowdin_charge:R:1
C 1.8660 0.0270 0.6088 -0.024
C 0.7260 -0.4800 -0.2398 -0.442
O 0.5012 -1.6673 -0.3822 0.032
C -2.8636 -0.9668 0.6923 -0.072
N -2.2661 -1.9641 0.5412 0.048
C -0.1438 0.5621 -0.9307 -0.233
N -0.2662 1.7807 -0.1437 0.005
H 1.4647 0.4003 1.5577 0.088
H 2.3631 0.8785 0.1363 0.083
H 2.5680 -0.7853 0.8066 0.083
H 0.3768 0.8060 -1.8664 0.129
H -1.6358 -2.7207 0.3530 0.068
H -1.0900 0.0767 -1.2073 0.093
H -0.6712 2.5250 -0.7037 0.073
H -0.9051 1.6161 0.6302 0.069
```

Output
LUMO energy: 0.0333 Ha
F_max: 1.235 eV/Å
M: 100.12 g mol⁻¹
Frontier orbital gap: 10.527 eV
Spin multiplicity: 1
Relative energy (zero: lowest compared OMol25 entry of this formula, charge and spin): 2.374 eV

=====

8.
C4H8N2O | ωB97M-V/def2-TZVPD

The geometry in XYZ format:
```
15
Properties=species:S:1:pos:R:3:lowdin_charge:R:1
C 1.6825 -0.6124 1.3812 -0.056
C 1.1541 -0.5163 0.0364 -0.063
N -1.3294 0.6610 1.1803 0.034
C 0.8108 -0.6203 -1.1679 0.046
C -0.6025 0.4557 -1.2550 -0.392
O -0.2861 0.8770 0.2482 -0.268
N -1.7607 -0.1020 -1.3794 0.028
H -1.9746 0.0223 0.6993 0.059
H -1.8143 1.5537 1.2580 0.079
H -2.2078 0.1052 -2.2648 0.036
H 1.1265 -1.1653 -2.0386 0.100
H -0.2529 1.2770 -1.8891 0.122
H 2.3144 -1.5031 1.4566 0.096
H 0.8623 -0.6992 2.0988 0.084
H 2.2778 0.2665 1.6359 0.093
```

Output
LUMO energy (spin up / spin down): 0.0179 / 0.0178 Ha
F_max: 0.605 eV/Å
M: 100.12 g mol⁻¹
Frontier orbital gap (spin up / spin down): 8.452 / 8.450 eV
Spin multiplicity: 1
Relative energy (zero: lowest compared OMol25 entry of this formula, charge and spin): 7.424 eV

=====

9.
C4H8N2O | ωB97M-V/def2-TZVPD

The geometry in XYZ format:
```
15
Properties=species:S:1:pos:R:3:lowdin_charge:R:1
C -0.7415 -1.5206 -0.2359 -0.292
C 1.4342 0.2733 -0.6704 -0.131
C -1.2800 -0.4145 0.4111 -0.192
C 0.6376 0.5850 0.5301 -0.326
N -0.1050 -2.2998 -0.7342 0.164
N -2.2312 0.4372 -0.2502 0.081
O 1.2763 0.1641 1.6568 -0.002
H 1.5557 -0.8230 -0.7364 0.044
H 2.4760 0.7331 -0.6305 0.106
H 0.8832 0.5447 -1.7110 0.137
H -1.3855 -0.6183 1.4335 0.104
H 0.3423 1.7298 0.5419 0.154
H -2.1440 0.5125 -1.1696 0.019
H -2.4902 1.2582 0.2188 0.067
H 1.7720 -0.5616 1.3460 0.068
```

Output
LUMO energy: 0.0293 Ha
F_max: 5.315 eV/Å
M: 100.12 g mol⁻¹
Frontier orbital gap: 8.860 eV
Spin multiplicity: 1
Relative energy (zero: lowest compared OMol25 entry of this formula, charge and spin): 4.062 eV